{"formula": "C23H31BrCrN3OS4Si2Te", "method": "ωB97M-V/def2-TZVPD", "max_force_ha_per_bohr": 0.0393, "energy_ev": -195726.3860, "homo_lumo_gap_ev": [6.20, 6.41], "homo_ev": [-7.221, -7.423], "spin_multiplicity": 2, "elements": ["Te", "Br", "Cr", "S", "S", "S", "S", "Si", "Si", "O", "N", "N", "N", "C", "C", "C", "C", "C", "C", "C", "C", "C", "C", "C", "C", "C", "C", "C", "C", "C", "C", "C", "C", "C", "C", "C", "H", "H", "H", "H", "H", "H", "H", "H", "H", "H", "H", "H", "H", "H", "H", "H", "H", "H", "H", "H", "H", "H", "H", "H", "H", "H", "H", "H", "H", "H", "H"], "positions_angstrom": [[-1.8066, 1.9711, -1.0639], [1.4369, -1.8787, 4.8463], [0.5388, 2.2220, 0.2311], [2.2428, 4.3742, 2.2960], [-0.4957, 4.1575, 0.7545], [0.3207, 5.0331, 2.4430], [1.9762, 2.3486, 2.0914], [-2.8559, 0.1332, -3.6343], [-3.1353, 0.5049, 1.8399], [1.9542, 2.5828, -0.9804], [1.1559, 0.3214, -0.0712], [5.7290, -1.4761, -0.4665], [5.6691, -2.2837, 0.4757], [-4.5599, 0.8307, -3.3493], [4.6772, -0.5475, -0.7040], [-3.1914, -1.2983, 1.3574], [2.6616, -2.0034, -0.1916], [0.6128, -0.8404, 0.2200], [2.7760, -1.9820, 3.5128], [-1.9227, 0.0414, -1.9989], [4.1736, 1.7459, -1.3869], [2.4654, 0.3588, -0.4514], [4.1545, -3.2914, 2.0621], [3.2926, -0.7611, -0.4317], [1.3346, -2.0399, 0.1339], [-2.9803, -1.5947, -4.3199], [-4.5480, 0.8426, 2.9979], [4.6658, -2.1338, 1.4956], [3.3275, -0.8143, 3.0071], [-1.5120, 0.9087, 2.6770], [3.1940, -3.2230, 3.0625], [5.0513, 0.6520, -1.2432], [-3.3807, 1.5977, 0.3276], [-1.8678, 1.2313, -4.7687], [2.8801, 1.6408, -0.9538], [4.2745, -0.8948, 1.9994], [-5.1654, 0.1675, -2.7233], [-2.3506, -1.6092, 0.7306], [-4.5167, 1.8135, -2.8711], [-1.6645, 1.3533, 3.6641], [-5.5032, 0.5214, 2.5722], [-2.3929, -0.6356, -1.2826], [4.7092, 0.0144, 1.6024], [-3.4871, -1.5933, -5.2900], [-1.9902, -2.0372, -4.4614], [-4.2045, 1.2370, -0.2948], [-3.1620, -1.9086, 2.2659], [2.7782, -4.1247, 3.4895], [-4.3995, 0.2920, 3.9317], [-0.4267, -0.8221, 0.5229], [3.2194, -2.9251, -0.2982], [6.0966, 0.7678, -1.5048], [-3.6512, 2.6014, 0.6669], [-0.8956, -0.2931, -2.1665], [0.8378, -2.9781, 0.3410], [4.5195, 2.6862, -1.7959], [-4.6260, 1.9043, 3.2452], [-2.4264, 1.4818, -5.6745], [-0.9388, 0.7411, -5.0740], [-1.6073, 2.1695, -4.2723], [-4.1151, -1.5443, 0.8246], [-0.9457, 1.6494, 2.1088], [-5.0798, 0.9498, -4.3046], [-0.8773, 0.0277, 2.8108], [-3.5492, -2.2436, -3.6478], [4.4934, -4.2507, 1.6887], [3.0127, 0.1523, 3.3808]]}

{"formula": "C3H5Br2NO2", "method": "ωB97M-V/def2-TZVPD", "max_force_ha_per_bohr": 0.2122, "energy_ev": -148853.6384, "homo_lumo_gap_ev": [6.47, 8.33], "de_lowest_kcal_mol": 60.5, "homo_ev": [-6.164, -10.482], "spin_multiplicity": 3, "elements": ["Br", "Br", "O", "O", "N", "C", "C", "C", "H", "H", "H", "H", "H"], "positions_angstrom": [[-2.8441, 1.6042, 2.1425], [-1.2690, -1.1496, 2.8600], [0.0256, 2.3782, 1.8254], [1.0800, 0.3726, 2.2984], [-0.0863, 1.2120, 2.0995], [-0.9115, 0.0268, -0.6422], [-1.1913, 0.5991, 2.2448], [0.0727, -0.8444, -0.6310], [1.5743, 0.5238, 1.4983], [0.1215, -1.9054, -0.3756], [-0.9117, 1.0432, -1.0890], [1.0430, -0.4112, -0.9811], [-1.8352, -0.4829, -0.3518]]}

{"formula": "CHF2IO", "method": "ωB97M-V/def2-TZVPD", "max_force_ha_per_bohr": 0.0433, "energy_ev": -16635.3344, "homo_lumo_gap_ev": 8.60, "de_lowest_kcal_mol": 22.4, "smiles": "OC(F)(F)I", "homo_ev": -9.621, "spin_multiplicity": 1, "elements": ["I", "F", "F", "O", "C", "H"], "positions_angstrom": [[1.1992, -0.9135, 1.8719], [0.7515, 1.0272, -0.6979], [0.4120, -1.0111, -1.2835], [-1.1080, 0.0544, 0.1804], [0.1562, -0.1257, -0.2911], [-1.4108, 0.9686, 0.2202]]}

{"formula": "C5H6S", "method": "ωB97M-V/def2-TZVPD", "max_force_ha_per_bohr": 0.2133, "energy_ev": -16112.2047, "homo_lumo_gap_ev": 7.98, "de_lowest_kcal_mol": 99.9, "smiles": "C#C/C=C\\SC", "homo_ev": -7.695, "spin_multiplicity": 1, "elements": ["S", "C", "C", "C", "C", "C", "H", "H", "H", "H", "H", "H"], "positions_angstrom": [[-1.6473, 0.0255, -0.1128], [2.5786, 0.6347, -0.1878], [1.5699, -0.1160, 0.1139], [0.8981, -1.2540, 0.3023], [-0.4865, -1.2688, -0.1477], [-0.6334, 1.5016, 0.1739], [0.0068, 1.5522, -0.6515], [-0.8716, -2.1796, -0.1946], [3.2819, 1.5639, -0.7661], [-0.0405, 1.3781, 1.1865], [-1.1829, 2.4243, 0.4543], [1.6026, -2.1315, 0.2474]]}

{"formula": "C20H18N2O3", "method": "ωB97M-V/def2-TZVPD", "max_force_ha_per_bohr": 0.0965, "energy_ev": -30155.2976, "homo_lumo_gap_ev": 9.73, "de_lowest_kcal_mol": 34.9, "smiles": "C=CC[C@@]1(c2ccccc2)C(=O)NC(=O)N(Cc2ccccc2)C1=O", "homo_ev": -9.340, "spin_multiplicity": 1, "elements": ["O", "O", "O", "N", "N", "C", "C", "C", "C", "C", "C", "C", "C", "C", "C", "C", "C", "C", "C", "C", "C", "C", "C", "C", "C", "H", "H", "H", "H", "H", "H", "H", "H", "H", "H", "H", "H", "H", "H", "H", "H", "H", "H"], "positions_angstrom": [[-0.5147, -0.0894, -1.3500], [0.2382, -2.3368, 2.4894], [-2.9171, 0.6668, 2.3996], [-1.3178, -0.8519, 2.4007], [0.0549, -1.2249, 0.5134], [2.1904, 2.7256, 0.8795], [4.3770, -0.6337, 1.2293], [-1.2077, 0.9379, 0.6665], [-0.1915, 2.6945, 2.3105], [1.0844, -2.0030, -0.2185], [4.1572, 0.2143, -1.0394], [0.8968, 3.4563, 2.7317], [-1.8894, 0.2702, 1.8794], [-0.2892, -1.4798, 1.8115], [4.8931, 0.1257, 0.1906], [2.4430, -1.2790, -0.1172], [-2.3340, 1.6623, -0.1686], [3.2032, -1.3635, 1.0635], [2.0928, 3.4477, 2.0450], [1.1230, 2.0149, 0.4005], [2.9699, -0.5232, -1.1916], [-3.3698, 0.6812, -0.6819], [-0.0891, 1.9047, 1.1302], [-0.6081, -0.1595, -0.1148], [-3.6791, 0.6436, -2.0244], [0.7847, 4.0976, 3.6309], [2.8588, -1.9290, 1.9262], [-4.4694, -0.0097, -2.3742], [3.1319, 2.7529, 0.3333], [0.7483, -2.0899, -1.2609], [2.9451, 3.9943, 2.3743], [4.5255, 0.8851, -1.8182], [2.4634, -0.4313, -2.1436], [-1.1484, 2.7846, 2.8176], [-3.2015, 1.2705, -2.7689], [-3.8839, 0.0039, -0.0458], [-2.8132, 2.4174, 0.4480], [-1.7436, -1.2511, 3.2120], [4.8569, -0.6365, 2.1934], [5.8071, 0.7038, 0.3822], [1.3082, 1.4926, -0.5385], [-1.8606, 2.2229, -1.0253], [1.1291, -3.0247, 0.1772]]}

{"formula": "C4H11InNO", "method": "ωB97M-V/def2-TZVPD", "max_force_ha_per_bohr": 0.0491, "energy_ev": -12998.9980, "homo_lumo_gap_ev": 4.54, "de_lowest_kcal_mol": 33.7, "total_charge": 3, "homo_ev": -23.098, "spin_multiplicity": 1, "elements": ["In", "O", "N", "C", "C", "C", "C", "H", "H", "H", "H", "H", "H", "H", "H", "H", "H", "H"], "positions_angstrom": [[6.2496, -14.1125, -12.8351], [8.2064, -12.8317, -15.5928], [8.3754, -11.7523, -12.9541], [8.9045, -9.6043, -13.7690], [8.1980, -11.0192, -14.1554], [8.9108, -11.6678, -15.3355], [8.5200, -13.5150, -16.7994], [9.3722, -11.9368, -12.7217], [7.1326, -10.8552, -14.3414], [8.6736, -8.9058, -14.5955], [8.9764, -12.8709, -17.5502], [8.4383, -9.1283, -12.8989], [9.9709, -11.9221, -15.1241], [7.6311, -14.0322, -17.1780], [9.2176, -14.3386, -16.4850], [9.9591, -9.7375, -13.5326], [8.8863, -11.0111, -16.2198], [7.9703, -11.2975, -12.1142]]}

{"formula": "C6H10N2O2", "method": "ωB97M-V/def2-TZVPD", "max_force_ha_per_bohr": 0.0889, "energy_ev": -13454.4645, "homo_lumo_gap_ev": 9.56, "de_lowest_kcal_mol": 126.3, "smiles": "N[C@@]1(C[N+](=O)[O-])C=CCC1", "homo_ev": -9.581, "spin_multiplicity": 1, "elements": ["O", "O", "N", "N", "C", "C", "C", "C", "C", "C", "H", "H", "H", "H", "H", "H", "H", "H", "H", "H"], "positions_angstrom": [[-3.1744, -0.6705, -2.0821], [-1.7764, -2.3622, -1.8298], [-2.2901, -1.3022, -1.4525], [-0.3378, 1.3423, -1.4750], [0.1898, 0.7249, 0.7261], [1.6102, -0.9743, -0.1276], [-1.8334, -0.6367, -0.2659], [0.7406, -0.8731, -1.0985], [1.4059, -0.1748, 1.1371], [-0.2761, 0.2350, -0.6059], [-0.6755, 0.8706, 1.4893], [2.4912, -1.5831, 0.0413], [-1.0604, 1.9611, -1.0119], [-2.5123, 0.2811, -0.1882], [2.2601, 0.3884, 1.4946], [-0.6885, 0.9675, -2.3275], [0.6164, 1.7118, 0.6786], [-1.4997, -1.1989, 0.5885], [1.1550, -0.8944, 1.8445], [0.7403, -1.4513, -1.9388]]}

{"formula": "C3H4N2OS", "method": "ωB97M-V/def2-TZVPD", "max_force_ha_per_bohr": 0.0506, "energy_ev": -19029.0378, "homo_lumo_gap_ev": [7.31, 8.12], "de_lowest_kcal_mol": 230.9, "homo_ev": [-9.777, -9.824], "spin_multiplicity": 1, "elements": ["S", "O", "N", "N", "C", "C", "C", "H", "H", "H", "H"], "positions_angstrom": [[-1.6564, -0.1559, 0.0264], [-1.8288, 0.4989, 2.5099], [-0.3918, 0.8613, -0.7478], [-0.1784, -1.1624, -0.0523], [0.0432, -0.4339, -1.3318], [0.7077, -0.3389, 0.7926], [0.5783, 0.9079, 0.3630], [-0.6290, -0.7768, -2.1193], [1.2630, -0.7968, 1.5817], [1.0120, 1.8395, 0.6501], [1.0802, -0.4429, -1.6726]]}

{"formula": "C4H5NO", "method": "ωB97M-V/def2-TZVPD", "max_force_ha_per_bohr": 0.0141, "energy_ev": -7760.6697, "homo_lumo_gap_ev": 8.29, "de_lowest_kcal_mol": 135.1, "homo_ev": -9.021, "spin_multiplicity": 1, "elements": ["O", "N", "C", "C", "C", "C", "H", "H", "H", "H", "H"], "positions_angstrom": [[-0.9097, -1.5506, -0.7714], [0.2220, -1.2914, -1.5634], [-0.7487, -1.0090, 0.4350], [0.2327, -0.0855, 0.6565], [1.2119, -0.7461, -1.0271], [0.2159, 1.2868, -0.0324], [-0.2434, 1.9821, 0.6776], [1.2204, 1.6358, -0.2778], [-0.3829, 1.2903, -0.9450], [-1.4052, -1.4747, 1.1643], [0.5870, -0.0376, 1.6837]]}

{"formula": "C4H11ClIrNO3Tm", "method": "ωB97M-V/def2-TZVPD", "max_force_ha_per_bohr": 0.1011, "energy_ev": -56835.4066, "homo_lumo_gap_ev": [4.70, 4.96], "de_lowest_kcal_mol": 4.0, "homo_ev": [-5.116, -8.656], "spin_multiplicity": 8, "elements": ["Ir", "Tm", "Cl", "O", "O", "O", "N", "C", "C", "C", "C", "H", "H", "H", "H", "H", "H", "H", "H", "H", "H", "H"], "positions_angstrom": [[-0.8314, 0.6820, 0.4861], [1.1904, -1.0075, -1.3090], [2.4864, -3.0096, -0.9418], [2.2316, 0.1465, 2.5032], [0.3320, 1.1772, 2.1866], [0.8317, -0.4148, 0.8230], [1.2058, 0.3340, 1.9167], [-0.3659, -1.2030, -3.0457], [2.3635, 0.8561, -2.0347], [-2.0383, -0.6794, -0.2587], [-1.9317, 1.8062, -0.5074], [-0.2154, -2.1713, -3.5456], [2.0003, 1.3504, -2.9500], [-1.4416, -1.0826, -2.8772], [-2.8569, 1.6038, -1.0751], [-1.6104, 2.8447, -0.6901], [-2.3638, -1.3344, 0.5641], [-2.9187, -0.2803, -0.7619], [-0.1354, -0.4355, -3.8012], [2.3169, 1.6238, -1.2364], [-1.5401, -1.3252, -0.9965], [3.4216, 0.5838, -2.1981]]}

{"formula": "C6H11N3", "method": "ωB97M-V/def2-TZVPD", "max_force_ha_per_bohr": 0.0368, "energy_ev": -10866.4323, "homo_lumo_gap_ev": 8.98, "de_lowest_kcal_mol": 101.2, "smiles": "CCN1C=N[C@H]2C[C@@H]2N1", "homo_ev": -8.112, "spin_multiplicity": 1, "elements": ["N", "N", "N", "C", "C", "C", "C", "C", "C", "H", "H", "H", "H", "H", "H", "H", "H", "H", "H", "H"], "positions_angstrom": [[0.1398, 0.2614, -1.1515], [-0.1911, -0.7927, -0.0579], [-1.9325, 0.4697, 1.0718], [-1.7977, 1.1839, -0.2066], [0.8391, -1.8177, 0.0040], [-0.3637, 1.4584, -0.4884], [-1.4249, 2.5431, -0.7360], [2.1525, -1.3745, 0.5773], [-1.0937, -0.5247, 0.9452], [1.0175, -2.2152, -1.0087], [2.0724, -1.2158, 1.6665], [0.4483, -2.6487, 0.5928], [-1.0223, -1.2206, 1.7591], [2.4483, -0.4618, 0.0814], [-1.8869, 2.8126, -1.7035], [2.8861, -2.1975, 0.3969], [-1.3840, 3.3740, -0.0695], [1.1949, 0.2201, -1.2190], [-2.2331, 0.5222, -0.9498], [0.1309, 1.6238, 0.4958]]}

{"formula": "C30H46Cl2N3OPRu", "method": "ωB97M-V/def2-TZVPD", "max_force_ha_per_bohr": 0.0853, "energy_ev": -75289.2519, "homo_lumo_gap_ev": [4.59, 5.93], "de_lowest_kcal_mol": 67.8, "total_charge": -1, "homo_ev": [-1.781, -3.966], "spin_multiplicity": 6, "elements": ["Ru", "Cl", "Cl", "P", "O", "N", "N", "N", "C", "C", "C", "C", "C", "C", "C", "C", "C", "C", "C", "C", "C", "C", "C", "C", "C", "C", "C", "C", "C", "C", "C", "C", "C", "C", "C", "C", "C", "C", "H", "H", "H", "H", "H", "H", "H", "H", "H", "H", "H", "H", "H", "H", "H", "H", "H", "H", "H", "H", "H", "H", "H", "H", "H", "H", "H", "H", "H", "H", "H", "H", "H", "H", "H", "H", "H", "H", "H", "H", "H", "H", "H", "H", "H", "H"], "positions_angstrom": [[0.1081, -0.3523, 2.3978], [2.1888, -0.0089, 1.5689], [-1.9983, 0.4630, 2.1763], [-0.4264, 1.2608, -2.3064], [0.9202, 1.6312, 3.6771], [-0.0306, -0.1928, 4.4781], [-1.1408, -2.0384, 4.9597], [1.4109, 0.9678, 5.8744], [1.6922, -3.3556, 1.4515], [2.3534, 2.0791, 6.0316], [-0.3263, -1.9303, 1.5141], [-1.3493, 3.2024, -0.3448], [1.5828, -5.7739, 1.3132], [-2.8824, 1.1458, -3.1136], [2.5803, -1.7317, -2.6558], [1.2273, 4.6338, -0.4981], [-3.4893, -1.6535, -2.3799], [0.1930, -5.6851, 1.1697], [-1.3362, 4.7239, -0.1789], [0.2932, -3.2586, 1.3608], [-4.2476, -0.9441, -3.5089], [0.7521, 0.8977, 4.6787], [2.5910, 0.0300, -4.5163], [-2.0060, 0.3965, -2.0749], [1.2283, 0.4759, -4.0343], [1.0685, 0.2534, -2.5127], [-2.0588, -1.1373, -2.1889], [1.3744, -0.0763, 6.7653], [-4.2730, 0.5706, -3.3223], [2.3196, -4.5956, 1.4278], [2.8298, -1.4308, -4.1456], [0.4812, -1.1099, 6.5917], [1.0854, 3.1142, -0.6349], [-0.4562, -4.4600, 1.1702], [0.0352, 5.2989, 0.2024], [1.2352, -1.2206, -2.1094], [-0.2481, 2.8429, -1.3568], [-0.2772, -1.1238, 5.3923], [3.3771, -1.2528, -2.0736], [-2.1687, 0.6701, -1.0148], [-1.6316, -1.5871, -1.2794], [3.4020, -4.6410, 1.4985], [0.1689, 5.1903, 1.2839], [1.0758, 2.6532, 0.3623], [-4.7209, 1.0485, -4.1941], [0.0459, 6.3705, -0.0266], [2.2629, -2.4331, 1.5529], [-1.4548, -1.4823, -3.0414], [1.3117, 5.0428, -1.5109], [-2.1064, 5.0278, 0.5367], [2.6653, -2.8106, -2.4845], [2.0702, 0.0035, 7.5989], [-3.7394, -1.1581, -4.4563], [-2.3344, 2.8442, -0.6646], [3.8474, -1.7274, -4.4270], [-3.4661, -2.7301, -2.5759], [2.1715, 4.8770, 0.0006], [0.4244, -1.8462, -2.5032], [2.0091, 2.7682, 6.8144], [0.4650, -0.1221, -4.5523], [2.0795, -6.7419, 1.3081], [-2.3671, 1.1091, -4.0899], [-4.9037, 0.8287, -2.4700], [-4.0400, -1.5046, -1.4452], [2.1368, -2.0359, -4.7422], [-5.2703, -1.3306, -3.5871], [-0.3784, -6.6046, 1.0549], [0.3999, -1.9107, 7.3089], [1.7981, 0.8158, -1.8991], [1.9366, 2.6804, -1.1698], [-1.6351, 5.1536, -1.1408], [-2.9406, 2.2129, -2.8576], [3.3512, 0.6663, -4.0630], [3.3527, 1.7000, 6.2809], [2.3856, 2.6079, 5.0706], [-1.5407, -4.3946, 1.0505], [2.6556, 0.1762, -5.5920], [-0.3296, 3.5241, -2.2297], [1.0354, 1.5301, -4.2989], [-1.6487, -1.8486, 4.1034], [-1.5106, -2.7341, 5.5952], [-1.1508, 2.7170, 0.6202], [1.2246, -1.3108, -1.0117], [-1.3199, -1.9192, 1.0414]]}